The following is a quantum chemistry calculation of a molecular structure, C34H54Cl6F4O21Zr in a non-equilibrium geometry, from OMol25.

HOMO-LUMO gap, Eh: 0.383
Net charge: 0
Spin multiplicity: 1
HOMO energy, eV: -10.159

Each line ends with the Löwdin charge.
Element x y z (Å)
Zr  14.1418  13.4320  12.3910  1.916
Cl  9.7665  15.3637  10.1606  0.546
Cl  11.7095  17.9773  8.7430  0.502
Cl  14.3705  19.1701  12.9418  0.648
Cl  17.5587  16.8160  10.5286  0.602
Cl  16.1483  16.0201  7.8032  0.533
Cl  12.4236  17.9092  15.2788  0.535
F  15.2780  11.9849  12.6867  -0.432
F  13.8337  14.1667  14.2544  -0.446
F  13.2561  12.7175  10.8307  -0.452
F  14.0183  15.2608  11.6507  -0.461
O  17.1497  12.2173  9.2569  0.083
O  11.9612  9.9804  8.5300  0.043
O  17.8002  15.3200  14.5348  0.107
O  13.8039  11.5457  15.2511  0.095
O  16.3687  14.2237  13.2194  0.024
O  13.2927  13.2254  7.5611  0.057
O  10.5279  8.5028  9.3714  0.083
O  9.5734  13.2288  13.1609  0.064
O  7.2333  16.3529  14.8313  0.128
O  12.1014  14.2149  5.9301  0.152
O  17.8923  13.4658  10.9220  0.067
O  8.5364  16.7204  12.9885  0.025
O  15.8341  16.3059  14.0284  0.037
O  11.5812  7.9640  7.5049  0.155
O  7.6769  18.4427  14.1345  0.081
O  10.7633  14.2258  14.7627  0.085
O  11.5656  14.0293  12.6394  0.072
O  15.7596  13.4423  10.3869  0.074
O  11.6841  10.9384  15.1783  0.102
O  12.6532  11.7583  13.3970  0.068
O  13.2645  12.4184  5.4686  0.093
C  7.7260  17.0723  14.0008  -0.529
C  9.3238  17.8827  12.6324  -0.078
C  12.0363  10.7766  16.5993  -0.245
C  11.4949  10.6582  9.7095  -0.073
C  14.3187  12.2169  7.4748  -0.071
C  9.0638  20.2644  13.3437  -0.009
C  11.0451  9.1740  11.6323  -0.026
C  18.9638  17.5222  14.3473  -0.009
C  17.9007  16.6375  15.0714  -0.276
C  12.7355  17.1154  13.6834  -0.617
C  19.1118  12.9438  10.2775  -0.219
C  12.8389  13.3664  6.3104  -0.597
C  8.6201  13.5617  14.2013  -0.028
C  16.0916  17.6895  10.0805  -0.606
C  19.7302  11.8755  11.2439  -0.007
C  18.5526  12.2779  8.9922  -0.061
C  15.1895  10.9066  5.4960  -0.030
C  16.8484  13.0424  10.2192  -0.641
C  8.3167  18.9992  12.9746  -0.302
C  13.9792  11.3721  6.2117  -0.282
C  11.4280  8.7560  8.3793  -0.557
C  13.0176  18.1555  12.5755  -0.659
C  11.5100  15.2301  9.4926  -0.539
C  11.5684  9.4973  17.3196  -0.007
C  13.5953  10.8865  16.4722  -0.076
C  10.5214  9.6022  10.2690  -0.315
C  11.7995  16.1839  8.3458  -0.592
C  9.6003  13.7490  15.3846  -0.325
C  10.7085  13.9054  13.4312  -0.562
C  16.6544  15.2699  13.8121  -0.487
C  9.2545  14.7339  16.4323  -0.015
C  12.7168  11.4795  14.5376  -0.621
C  16.4861  17.2273  14.9130  -0.079
C  15.2989  16.6891  9.2525  -0.656
H  15.7625  10.2467  6.2510  0.127
H  19.0572  11.0655  11.3350  0.071
H  11.5668  9.8138  18.3348  0.071
H  9.9158  20.0074  14.0040  0.092
H  10.0134  14.8227  17.1782  0.081
H  8.3317  14.5513  16.9385  0.087
H  11.2452  10.0221  12.3451  0.087
H  19.0180  18.5203  14.7534  0.080
H  12.8383  15.8791  8.0823  0.062
H  18.9080  11.2335  8.8254  0.146
H  15.8903  17.1552  15.7830  0.126
H  15.2961  12.6569  7.4117  0.110
H  11.6425  14.2216  9.1473  0.049
H  9.0763  15.7368  16.0141  0.084
H  8.1252  14.4106  13.8208  0.090
H  9.5058  10.0365  10.4025  0.161
H  11.1090  16.0163  7.4852  0.078
H  19.8286  13.7707  10.0978  0.158
H  15.4924  17.8163  11.0038  0.020
H  12.2580  8.6773  17.1512  0.079
H  11.9586  16.4040  13.5341  0.030
H  7.5982  19.0851  12.2138  0.142
H  8.4356  21.0149  13.7462  0.069
H  12.1120  15.4028  10.3254  0.005
H  12.0130  8.6666  11.4766  0.101
H  19.8364  12.2876  12.2120  0.071
H  11.0829  11.6082  9.3420  0.134
H  14.8701  10.3579  4.6214  0.078
H  9.6561  17.7721  11.6074  0.095
H  14.4499  17.0941  8.7990  -0.006
H  11.8023  11.7330  17.1249  0.158
H  9.7654  12.7531  15.7903  0.140
H  15.8077  11.7533  5.0879  0.108
H  9.4532  20.6216  12.3693  0.102
H  7.9178  12.7150  14.2970  0.149
H  16.5656  18.2265  14.5356  0.097
H  18.6677  12.8419  8.0856  0.126
H  10.1811  17.8426  13.3287  0.104
H  18.1182  16.5403  16.1364  0.150
H  19.9481  17.0668  14.3296  0.081
H  13.2767  10.6275  6.3935  0.120
H  13.2059  17.6561  11.6253  0.045
H  15.0007  15.8523  9.9277  0.048
H  10.5345  9.1540  17.0452  0.107
H  14.0441  9.8900  16.3799  0.137
H  10.3692  8.4335  12.0223  0.073
H  12.3687  10.9460  10.3570  0.116
H  12.1932  18.8191  12.4252  0.039
H  18.6675  17.6961  13.3185  0.058
H  14.0734  11.4153  17.2934  0.142
H  20.6147  11.4454  10.7587  0.092
H  13.6163  16.4520  13.8498  0.033
H  16.3757  18.6407  9.6075  0.085
H  14.2706  11.6716  8.3942  0.118